A gas-phase ion, C6H17N3 (charge +2), computed with wB97M-V/def2-TZVPD.

## Properties
Electronic energy, Eh: -402.39904
E_HOMO, Ha: -0.6676
SMILES: CC(=[NH2+])CC[NH2+]CCN
Total charge: +2

Bonds (Å) are listed after each position.
Geometry (Å):
1 N -0.1246 -1.3895 0.1269  H3 1.044, H4 1.049, C18 1.480
2 H 3.2160 0.1940 1.3901  C14 1.135
3 H -0.3668 -1.1729 1.1192  N1 1.044
4 H 0.4067 -2.2943 0.1392  N1 1.049
5 H -2.0610 -0.5787 1.3273  C24 1.070
6 H -2.6656 1.5771 0.1901  N25 1.053
7 C 0.6451 1.0220 -0.7889  H8 1.153, C12 1.464, C22 1.519, H26 1.058
8 H 1.0905 2.0013 -1.2042  C7 1.153
9 H -1.9177 -2.4714 -0.4158  C18 1.102
10 H 2.0989 -1.1231 -1.7128  N15 1.036
11 H -2.0705 1.0174 -1.1984  N25 1.065
12 C -0.4311 1.4253 0.1175  C7 1.464, H20 1.053, H23 1.100, N25 1.502
13 H -1.4630 -1.2055 -1.4671  C18 1.033
14 C 2.0960 0.3547 1.3058  H2 1.135, H16 1.095, H21 1.047, C22 1.484
15 N 2.4634 -0.5844 -0.9065  H10 1.036, H19 0.972, C22 1.334
16 H 1.7723 1.3529 1.6171  C14 1.095
17 H -3.3397 -0.3999 0.0186  C24 1.053
18 C -1.4789 -1.4616 -0.4662  N1 1.480, H9 1.102, H13 1.033, C24 1.584
19 H 3.4022 -0.8362 -0.8840  N15 0.972
20 H -0.1130 1.0484 1.0473  C12 1.053
21 H 1.6437 -0.2966 1.9902  C14 1.047
22 C 1.6937 0.1590 -0.1096  C7 1.519, C14 1.484, N15 1.334
23 H -0.5159 2.5187 0.2073  C12 1.100
24 C -2.3289 -0.3752 0.3113  H5 1.070, H17 1.053, C18 1.584, N25 1.540
25 N -1.8486 1.0112 -0.1571  H6 1.053, H11 1.065, C12 1.502, C24 1.540
26 H 0.1969 0.5074 -1.5973  C7 1.058